Density functional theory data (wB97M-V/def2-TZVPD) for C30H22F4O6V as an isolated structure.

Positions of all 63 atoms, in Å:
O (-0.619, -0.927, -1.323)
V (-1.434, -0.667, 0.013)
O (-2.970, -0.560, -0.302)
C (0.410, -4.024, 1.868)
C (-0.098, -2.780, 1.652)
C (0.838, -1.557, 1.782)
O (0.527, -0.402, 1.316)
C (2.100, -1.548, 2.254)
C (2.601, -2.823, 2.666)
C (1.730, -4.147, 2.382)
O (2.288, -5.239, 2.467)
O (3.720, -3.155, 3.071)
O (-1.289, -2.707, 1.249)
H (-0.118, -4.964, 1.803)
H (2.808, -0.734, 2.207)
F (-1.884, 1.780, -0.193)
C (-1.301, 3.023, -0.030)
C (-2.104, 4.172, -0.218)
C (-1.517, 5.412, -0.249)
C (-0.142, 5.474, 0.126)
C (0.631, 4.369, 0.397)
C (0.052, 3.137, 0.247)
H (-3.143, 4.026, -0.472)
H (-2.168, 6.211, -0.572)
H (0.393, 6.411, 0.086)
H (1.709, 4.423, 0.449)
H (0.592, 2.205, 0.324)
F (1.663, 4.504, -3.431)
C (1.205, 3.232, -3.613)
C (2.093, 2.181, -3.627)
C (1.571, 0.881, -3.610)
C (0.202, 0.670, -3.769)
C (-0.648, 1.794, -3.962)
C (-0.102, 3.049, -3.787)
H (3.147, 2.416, -3.611)
H (2.307, 0.092, -3.549)
H (-0.258, -0.298, -3.900)
H (-1.666, 1.552, -4.227)
H (-0.678, 3.963, -3.772)
F (-2.187, -0.170, 2.225)
C (-2.734, -0.240, 3.483)
C (-3.456, -1.475, 3.879)
C (-3.832, -1.647, 5.218)
C (-3.621, -0.573, 6.077)
C (-3.181, 0.705, 5.670)
C (-2.657, 0.783, 4.374)
H (-3.553, -2.173, 3.060)
H (-4.187, -2.624, 5.511)
H (-3.935, -0.641, 7.108)
H (-3.124, 1.568, 6.317)
H (-2.246, 1.721, 4.031)
F (4.760, -1.524, -2.869)
C (3.572, -2.190, -2.837)
C (3.061, -2.621, -4.088)
C (1.845, -3.293, -4.162)
C (1.159, -3.521, -2.962)
C (1.629, -2.998, -1.738)
C (2.870, -2.418, -1.655)
H (3.594, -2.400, -5.001)
H (1.285, -3.540, -5.051)
H (0.291, -4.151, -3.095)
H (0.980, -3.097, -0.881)
H (3.223, -1.928, -0.759)

HOMO-LUMO gap (alpha / beta) (eV): 7.67 / 5.39
LUMO energy (alpha / beta) (eV): -1.5 / -3.6
ΔE to the lowest compared entry with this formula, charge and spin (kcal/mol): 2.5
HOMO energy (alpha / beta) (eV): -9.1505 / -9.0312
Multiplicity: 2
Strongest force on any atom (eV Å⁻¹): 4.3